212
Properties=species:S:1:pos:R:3 method="wB97M-V/def2-TZVPD" lumo_ev="-0.08 / -0.13" multiplicity=2
O 1.92 -0.85 5.63
O 2.40 -2.76 2.30
O 2.12 7.85 -2.63
O 0.68 -3.12 -2.78
O -3.87 0.35 4.67
O 5.73 6.65 -0.44
O 0.90 4.36 3.37
O -1.44 -2.96 -2.97
O -1.91 0.06 2.32
O -0.31 -3.65 -4.71
O -4.11 -5.28 -0.04
O 7.27 -0.70 -3.94
O 0.17 -4.72 2.54
O -5.15 -1.58 -2.47
O -4.17 -4.45 -2.17
O 4.32 3.62 -3.88
O 2.50 -1.69 -7.46
O 4.07 -1.35 1.93
O 3.46 -1.84 3.99
O -5.41 0.61 -2.27
O 2.61 3.02 -2.71
O -0.85 4.90 2.13
O -3.46 -0.54 -2.10
O 1.05 3.85 1.19
O -5.17 1.99 4.10
O -3.34 -3.29 -0.70
O -3.17 2.41 4.93
O 3.66 1.47 -3.87
N 4.81 -1.81 -2.19
N 0.37 0.05 -6.39
N 0.20 0.09 0.03
N -6.33 -1.48 1.94
N -0.54 6.24 -1.87
N 1.15 -6.17 -0.13
N 5.35 4.02 1.17
N -1.15 -1.36 6.95
C -7.28 -0.27 1.80
C 0.64 -0.58 5.09
C -0.68 6.95 -3.23
C 3.96 -2.73 -1.27
C -0.59 0.68 -5.32
C 0.52 0.24 -1.49
C -6.84 -2.72 1.17
C 0.45 7.02 -0.95
C 1.10 1.13 -7.17
C -0.35 -3.29 -3.43
C -0.51 -0.79 -7.43
C -3.89 -4.34 -0.98
C -4.10 1.56 4.53
C 1.36 -0.80 -5.56
C -0.98 1.06 0.35
C 4.55 4.79 0.12
C -4.93 -1.01 1.44
C 7.41 -1.33 -2.58
C -0.54 -0.21 6.11
C -2.41 -0.79 7.67
C 1.45 0.39 0.92
C 5.46 5.47 -0.95
C -1.66 -2.48 6.10
C -8.18 -3.55 3.19
C -1.38 1.19 1.83
C -0.20 -1.37 0.42
C 6.33 4.85 1.97
C 3.52 2.64 -3.47
C 1.60 -6.41 -1.62
C 6.20 2.98 0.57
C 0.16 -5.00 -0.09
C -0.11 4.69 -2.09
C -8.50 1.48 0.43
C -7.65 -2.41 4.08
C -1.95 6.33 -1.25
C 4.23 -1.82 -3.66
C -7.50 0.31 0.39
C -0.44 -4.51 1.28
C 0.58 -7.38 0.49
C 1.90 7.15 -1.41
C 1.97 -2.07 -6.23
C 3.29 -2.00 2.73
C -4.71 -0.46 -2.24
C 6.29 -2.33 -2.22
C -8.21 -3.19 1.69
C 0.44 4.36 2.21
C -6.32 -1.86 3.47
C 4.79 -0.40 -1.59
C -0.04 -1.92 7.86
C 2.50 -5.95 0.65
C 4.26 3.44 2.10
H -0.33 0.07 -2.16
H -0.38 1.64 -4.87
H -1.27 -0.12 -7.81
H 3.84 5.47 0.60
H 4.66 -1.06 -4.31
H -0.13 7.90 -0.68
H 7.11 5.20 1.29
H 7.57 -0.54 -1.83
H 5.33 0.30 -2.23
H 1.26 -2.89 -6.32
H 5.86 5.76 2.33
H 1.81 -5.46 -2.12
H 1.94 8.79 -2.55
H -5.44 -2.42 3.79
H 2.97 -2.27 -1.29
H 3.69 4.18 -3.42
H -1.01 7.98 -3.10
H -0.82 -3.09 5.76
H -0.51 -2.66 8.51
H -6.08 -3.50 1.27
H -2.42 0.07 3.13
H -0.99 0.05 -4.52
H -2.23 0.21 8.06
H -1.79 0.78 -0.31
H -1.47 1.01 -5.86
H -6.52 0.51 -0.05
H 3.93 3.99 -0.28
H 0.31 -1.41 4.46
H 1.37 -0.39 -1.76
H 2.08 -0.24 -4.95
H 1.70 1.46 0.86
H -0.95 4.19 -2.58
H -4.60 -0.14 2.01
H -7.40 -2.77 5.08
H -0.13 0.46 6.87
H -8.26 -0.48 2.22
H 4.22 -1.27 3.88
H 0.57 6.38 -0.08
H 6.78 4.18 2.70
H 0.65 0.28 4.42
H -0.54 -5.20 -0.90
H -2.75 -1.49 8.43
H -2.67 5.73 -1.80
H 3.96 -3.69 -1.79
H 5.51 2.40 -0.04
H 1.81 0.62 -7.83
H -3.10 -0.62 6.84
H -1.34 -5.10 1.43
H 6.29 -3.32 -2.68
H 1.42 -8.07 0.36
H 3.31 -6.63 0.39
H -3.56 -5.16 0.74
H 3.69 2.73 1.49
H -1.63 5.85 -0.33
H -8.76 1.85 -0.56
H -7.60 -4.45 3.34
H 0.77 1.27 -1.74
H 0.82 -2.25 7.26
H -8.09 2.36 0.93
H 0.75 -4.17 -0.48
H 0.82 4.71 -2.66
H 0.21 -0.96 -8.24
H 6.65 2.27 1.27
H -6.71 -2.57 0.10
H -2.23 7.36 -1.02
H -1.05 5.20 3.02
H -4.92 -0.74 0.38
H -1.21 -3.64 -5.03
H 0.32 -7.16 1.52
H 8.09 -0.64 -4.43
H 2.46 -6.00 1.74
H -1.45 0.17 5.65
H -8.03 -0.25 -0.38
H -6.10 -0.93 4.00
H 0.71 -1.12 -4.74
H -8.42 -1.65 4.19
H 1.28 0.17 1.97
H 2.46 7.68 -0.63
H 6.45 5.06 -1.13
H 3.14 -1.84 -3.57
H 0.24 -1.54 1.40
H 4.34 -2.78 -0.25
H -3.72 3.12 4.59
H -0.89 -1.68 -6.93
H -8.40 -4.05 1.06
H 6.98 3.37 -0.08
H -6.87 0.48 2.47
H 2.37 6.18 -1.56
H -9.19 -3.86 3.46
H 0.25 6.88 -3.79
H 0.39 1.67 -7.80
H 4.73 2.91 2.93
H 6.66 6.85 -0.57
H 4.47 -2.77 -4.13
H -1.02 -3.63 1.02
H -4.66 1.21 -2.14
H 0.88 -6.89 -2.28
H -2.24 -3.21 6.67
H 2.87 -2.51 -7.79
H 6.45 -2.37 -1.14
H 2.48 -1.28 4.98
H -1.43 6.40 -3.81
H 2.74 -4.89 0.52
H -0.31 -7.78 0.01
H -2.23 -2.06 5.27
H 2.53 -6.99 -1.60
H 0.15 4.27 -1.12
H -8.96 -2.43 1.46
H -9.44 1.14 0.86
H 3.72 -0.18 -1.60
H 0.37 -1.09 8.44
H -1.89 2.15 1.96
H 8.32 -1.92 -2.66
H -4.15 -1.76 1.58
H 0.42 -2.00 -0.22
H 1.69 1.88 -6.65
H 3.72 4.27 2.54
H 2.26 -0.21 0.49
H -0.47 1.35 2.41
H 2.78 -2.57 -5.70
H -1.28 -1.57 0.36
H 4.96 5.65 -1.91
H 0.88 -4.07 2.63
H -0.69 2.07 0.05
H 5.01 -0.36 -0.53

---

31
Properties=species:S:1:pos:R:3 method="wB97M-V/def2-TZVPD" relative_energy_kcal_mol=88.25 smiles="NC(=O)C[C@H](N)C(=O)N1CCC[C@H]1C(=O)O" lumo_ev=0.62
O -2.08 2.42 -0.05
O 2.80 2.34 1.17
O 1.39 1.89 -0.58
O -0.29 -0.14 2.18
N -2.66 -1.53 0.97
N 0.91 -0.66 0.41
N -4.20 1.09 -0.20
C -0.31 -0.46 0.99
C -1.99 0.10 -0.72
C 3.13 -0.58 0.19
C 2.01 0.12 0.81
C -2.75 1.36 -0.29
C 1.13 -1.02 -1.07
C 2.02 1.48 0.31
C -1.54 -0.99 0.21
C 2.61 -0.75 -1.23
H -5.09 1.80 0.12
H 4.05 -0.01 0.17
H 2.28 0.04 1.98
H -1.22 0.69 -1.42
H -2.42 -2.37 1.68
H -1.18 -1.88 -0.48
H 3.06 -1.58 -1.72
H -3.13 -0.71 1.72
H -4.38 0.09 -0.21
H 2.97 0.18 -1.97
H 0.88 -2.10 -1.12
H 0.63 -0.33 -1.82
H -2.74 -0.29 -1.47
H 3.47 -1.46 0.63
H 2.65 3.28 0.80

---

Maximum force, record by record: 9.12 5.46 eV Å⁻¹